## w
ORCA calculation (ωB97M-V with the def2-TZVPD basis set) on a cluster of 9 separate species, C4H26N2O9 in total.

```
41
Properties=species:S:1:pos:R:3:nbo_charge:R:1
C 3.2954 -0.5928 0.4709 -0.4175
N 2.5496 0.6852 0.4529 -0.6355
C 1.4730 0.8742 1.4216 -0.3319
C 0.1452 0.1736 1.0918 0.6780
O 0.1285 -0.8178 0.3440 -0.7327
N -0.9822 0.8266 1.3574 -0.6097
C -1.2434 1.7308 2.4478 -0.4210
H 3.5127 -0.9625 -0.5190 0.2074
H 2.8761 -1.3815 1.0746 0.1653
H 4.1496 -0.3073 1.0963 0.1941
H 2.3513 0.9935 -0.4859 0.3656
H 1.9162 0.7911 2.4151 0.2310
H 1.3244 1.9590 1.3403 0.2104
H -1.8094 0.4805 0.8523 0.4489
H -2.0912 2.3453 2.1630 0.2178
H -1.4531 1.2490 3.4155 0.1995
H -0.3526 2.2637 2.7953 0.2012
O 0.9781 -1.4116 -1.8864 -1.0062
H 1.5595 -2.1743 -1.7957 0.5198
H 1.2062 -0.8110 -1.1452 0.4996
O -2.8242 1.6527 -1.7091 -0.9802
H -2.2115 0.9668 -1.9827 0.4824
H -2.3056 2.3931 -1.3653 0.5056
O 0.2545 1.1272 -2.6094 -0.9961
H 0.4628 0.2392 -2.2991 0.5054
H 0.5079 1.2194 -3.5290 0.4914
O -1.7269 -1.9368 -1.9443 -0.9804
H -0.7518 -1.8631 -1.9262 0.5023
H -2.0741 -1.3327 -2.6023 0.4569
O 1.2531 -3.3412 -0.2669 -0.9822
H 1.7470 -3.9695 0.2597 0.4804
H 0.5361 -2.9038 0.2058 0.5084
O 1.3177 -1.9189 3.1598 -0.9247
H 2.1159 -1.9262 2.6223 0.4587
H 0.6818 -2.2030 2.5023 0.4689
O -0.6190 3.3472 -1.1772 -0.9806
H -0.1134 3.6990 -0.4410 0.4728
H -0.1350 2.5780 -1.5189 0.5039
O -3.4825 0.1399 0.4614 -0.9880
H -3.6579 -0.6953 0.0247 0.4981
H -3.5602 0.9198 -0.1212 0.5129
```

Calculated values
Net charge = 0
LUMO level = 0.300 eV
Structure (SMILES) = CNCC(=O)NC.O.O.O.O.O.O.O.O
Orbital gap = 9.3730 eV

## x
ORCA calculation (ωB97M-V with the def2-TZVPD basis set) on a cluster of 9 separate species, C4H26N2O9 in total.

```
41
Properties=species:S:1:pos:R:3:nbo_charge:R:1
N -0.8649 2.8274 0.2972 -0.8523
C 0.4893 2.8573 -0.2650 -0.2087
C 0.7199 1.6203 -1.1348 -0.4069
C 0.7558 0.2741 -0.3749 -0.5364
C 2.1050 -0.3647 -0.4946 0.7143
N 3.1230 0.1355 0.1995 -0.7740
O 2.2806 -1.3295 -1.2666 -0.7162
H -1.1065 3.7341 0.6689 0.3749
H -0.9293 2.1332 1.0303 0.3518
H 1.2679 2.9457 0.5041 0.1645
H 0.5715 3.7294 -0.9241 0.2003
H 1.6447 1.7736 -1.7098 0.2090
H -0.0657 1.5695 -1.8927 0.2306
H -0.0350 -0.3808 -0.7288 0.2494
H 0.4902 0.3957 0.6771 0.2399
H 4.0497 -0.2472 0.1196 0.4155
H 2.9515 0.8343 0.9157 0.4193
O -3.0304 1.3164 -0.4130 -0.9823
H -2.3873 1.6466 0.2440 0.4796
H -2.5062 1.0056 -1.1858 0.4949
O -1.7771 -0.2630 -2.3577 -1.0081
H -0.8793 -0.5776 -2.6575 0.5195
H -2.3136 -0.4359 -3.1359 0.4882
O 0.4641 -3.2628 -0.3384 -0.9805
H 1.1441 -2.6536 -0.7135 0.5008
H 0.0103 -3.6867 -1.0799 0.4833
O -1.1625 -2.3916 1.7086 -1.0236
H -1.8819 -2.0242 1.1328 0.5114
H -0.5276 -2.7716 1.0619 0.5074
O -2.9649 -1.4190 -0.1217 -1.0008
H -2.5204 -1.2290 -0.9814 0.4923
H -3.2378 -0.5049 0.1181 0.5018
O -0.5042 -0.7136 3.6544 -1.0126
H -0.9165 -1.1603 4.4186 0.4746
H -0.6989 -1.3756 2.9202 0.5164
O 0.6383 -1.1503 -3.3215 -0.9989
H 1.2135 -1.3053 -2.5411 0.5061
H 1.0994 -0.6233 -3.9852 0.4857
O 2.0473 0.3019 3.7229 -1.0038
H 1.1409 -0.0974 3.7154 0.5096
H 2.1030 0.8671 4.5146 0.4641
```

Calculated values
Net charge = 0
LUMO level = 0.332 eV
Structure (SMILES) = NCCCC(N)=O.O.O.O.O.O.O.O.O
Orbital gap = 10.1601 eV

Which of them is most stable? Easy: x.

## w
ORCA calculation (ωB97M-V with the def2-TZVPD basis set) on a structure of composition C11H19ClFNOPdSi.

```
36
Properties=species:S:1:pos:R:3:nbo_charge:R:1
Pd -0.7543 -0.9105 -1.5495 0.6732
C -0.7309 2.1685 -2.0339 -1.1455
Si -0.7154 1.7781 -0.1899 1.8045
C -2.4794 1.6726 0.3997 -1.1362
C 0.0495 3.3001 0.5936 -1.1414
N -0.0024 0.2202 0.1111 -1.2243
C 1.2723 -0.1084 0.5706 0.0864
C 2.2040 0.8083 1.0847 -0.2514
C 3.4524 0.4220 1.5510 -0.2083
C 3.8361 -0.9108 1.5381 -0.2433
C 2.9404 -1.8513 1.0471 -0.2906
C 1.7102 -1.4385 0.5935 0.3918
F 0.8691 -2.3984 0.1117 -0.3595
H -0.8574 3.2422 -2.2096 0.2374
H -1.5530 1.6637 -2.5506 0.2285
H 0.2087 1.8713 -2.5071 0.2337
H -3.0129 2.6051 0.1946 0.2331
H -2.5131 1.4979 1.4786 0.2374
H -3.0245 0.8570 -0.0814 0.2414
H -0.6285 4.1415 0.4254 0.2394
H 1.0158 3.5632 0.1581 0.2340
H 0.1787 3.1919 1.6742 0.2359
H 1.9349 1.8527 1.1134 0.2149
H 4.1280 1.1779 1.9314 0.2110
H 4.8066 -1.2173 1.9033 0.2132
H 3.1780 -2.9068 1.0116 0.2229
C -2.1446 -3.1491 1.2973 -0.2457
O -2.2292 -1.9043 0.6147 -0.7615
H -3.1534 -3.5241 1.4692 0.1740
H -1.6454 -3.0484 2.2621 0.1724
H -1.5927 -3.8794 0.6997 0.1658
H -1.5649 -1.2984 0.9718 0.4971
Cl -2.1544 -2.3673 -2.9039 0.0638
C -0.5779 -1.6804 -3.2931 -0.4261
H -0.6410 -0.9960 -4.1326 0.2103
H 0.1905 -2.4447 -3.3552 0.2116
```

Calculated values
Net charge = 0
LUMO level (alpha / beta) = -1.194 / -1.193 eV
Orbital gap (alpha / beta) = 6.1822 / 6.1852 eV

## x
ORCA calculation (ωB97M-V with the def2-TZVPD basis set) on a structure of composition C11H19ClFNOPdSi.

```
36
Properties=species:S:1:pos:R:3:nbo_charge:R:1
Pd 0.1364 0.0180 0.8635 0.6633
C 2.9947 3.7519 1.4949 -1.1380
Si 1.6502 2.4501 1.5997 1.8025
C 2.0559 1.4702 3.1475 -1.1305
C 0.0170 3.3154 1.8836 -1.1345
N 1.4776 1.3671 0.2507 -1.1017
C 2.1381 1.2489 -0.9623 0.0904
C 3.2534 2.0303 -1.3096 -0.2496
C 3.8893 1.9277 -2.5362 -0.2091
C 3.4520 1.0188 -3.4881 -0.2469
C 2.3560 0.2268 -3.1836 -0.2873
C 1.7305 0.3567 -1.9637 0.3926
F 0.6473 -0.4401 -1.7530 -0.3565
H 2.9950 4.3180 2.4297 0.2389
H 2.8475 4.4613 0.6779 0.2374
H 3.9826 3.3010 1.3840 0.2346
H 2.2543 2.1447 3.9851 0.2316
H 2.9441 0.8523 2.9932 0.2344
H 1.2341 0.8126 3.4386 0.2280
H 0.0601 3.9492 2.7734 0.2329
H -0.7840 2.5854 2.0342 0.2314
H -0.2589 3.9423 1.0327 0.2369
H 3.6249 2.7410 -0.5900 0.2134
H 4.7414 2.5632 -2.7410 0.2097
H 3.9475 0.9255 -4.4443 0.2120
H 1.9603 -0.4958 -3.8856 0.2219
C -3.4633 1.6350 0.1048 -0.2457
O -2.4540 0.6868 0.4463 -0.7487
H -3.6016 2.3648 0.9050 0.1701
H -4.4136 1.1442 -0.1080 0.1717
H -3.1284 2.1511 -0.7922 0.1897
H -2.8462 -0.0372 0.9406 0.4775
Cl -0.9128 -2.1356 1.4732 -0.0432
C 0.8224 -1.6419 1.5066 -0.4490
H 1.3759 -2.2275 0.7792 0.2117
H 1.1975 -1.6952 2.5229 0.2082
```

Calculated values
Net charge = 0
LUMO level (alpha / beta) = -0.031 / -0.031 eV
Orbital gap (alpha / beta) = 7.1750 / 7.1745 eV

## y
ORCA calculation (ωB97M-V with the def2-TZVPD basis set) on a structure of composition C11H19ClFNOPdSi.

```
36
Properties=species:S:1:pos:R:3:nbo_charge:R:1
Pd -0.1279 -0.1450 0.8166 0.7208
C -1.0524 3.0191 2.9675 -1.1361
Si -2.2766 1.7465 2.3263 1.8280
C -2.4303 0.3388 3.5648 -1.1376
C -3.9457 2.5934 2.2782 -1.1332
N -1.7351 1.0901 0.8303 -1.0974
C -2.2501 1.2101 -0.4402 0.1002
C -3.0771 2.2591 -0.8878 -0.2486
C -3.5922 2.2913 -2.1742 -0.1971
C -3.3031 1.2976 -3.0986 -0.2547
C -2.4752 0.2514 -2.7095 -0.2840
C -1.9948 0.2562 -1.4278 0.3680
F -1.1562 -0.8018 -1.0567 -0.3786
H -1.1084 3.1202 4.0548 0.2309
H -1.2737 3.9977 2.5328 0.2361
H -0.0248 2.7769 2.6967 0.2301
H -2.0999 0.6394 4.5632 0.2288
H -1.8393 -0.5253 3.2572 0.2381
H -3.4701 0.0136 3.6505 0.2382
H -4.2056 2.8444 3.3117 0.2384
H -4.7336 1.9463 1.8862 0.2405
H -3.9525 3.5247 1.7109 0.2279
H -3.3046 3.0610 -0.2024 0.2145
H -4.2248 3.1218 -2.4621 0.2128
H -3.6990 1.3366 -4.1036 0.2152
H -2.2067 -0.5519 -3.3825 0.2254
C 2.8817 -1.7322 -0.4524 -0.2480
O 1.7141 -0.9668 -0.7467 -0.7412
H 3.4702 -1.9125 -1.3532 0.1731
H 2.6307 -2.6834 0.0201 0.1745
H 3.4761 -1.1456 0.2434 0.1894
H 1.1938 -1.4238 -1.4150 0.4835
Cl 1.1046 -1.5281 2.6303 -0.0820
C 0.8175 0.2503 2.4652 -0.4824
H 1.7783 0.7196 2.2637 0.1998
H 0.3427 0.6262 3.3629 0.2066
```

Calculated values
Net charge = 0
LUMO level = 0.313 eV
Orbital gap = 7.6301 eV

Which of them is most stable? Easy: y.

## w
ORCA calculation (ωB97M-V with the def2-TZVPD basis set) on a cluster of 2 separate species, C4H12 in total.

```
16
Properties=species:S:1:pos:R:3:nbo_charge:R:1
C -0.1236 -0.9765 1.8863 -0.5666
C -0.1204 0.1557 2.9132 -0.6010
H -1.0862 -1.5376 1.4925 0.2617
H 0.5758 -1.7080 2.1935 0.2979
H 0.3950 -0.6650 0.9563 0.3051
H 0.7464 -0.0668 3.5792 0.2769
H -1.1383 0.2225 3.4962 0.2762
H 0.1531 1.0664 2.3247 0.3152
C 0.7421 0.1303 -2.3512 -0.5583
C -0.6014 0.7825 -2.3740 -0.5926
H 0.6814 -0.9700 -2.3132 0.3000
H 1.2549 0.2788 -1.4863 0.2224
H 1.2864 0.3033 -3.2870 0.2764
H -0.4599 1.7699 -2.8272 0.3000
H -1.3340 0.2171 -2.9043 0.2614
H -0.9713 0.9975 -1.2987 0.2253
```

Calculated values
Net charge = +1
LUMO level (alpha / beta) = -2.977 / -11.841 eV
Spin multiplicity = 2
<S²> = 0.75
Orbital gap (alpha / beta) = 13.8946 / 3.0303 eV

## x
ORCA calculation (ωB97M-V with the def2-TZVPD basis set) on a cluster of 2 separate species, C4H12 in total.

```
16
Properties=species:S:1:pos:R:3:nbo_charge:R:1
C 0.4944 -2.3694 -2.0794 -0.5103
C 1.1699 -1.4742 -0.9055 -0.4580
H 0.6492 -1.9095 -3.0724 0.2779
H 0.9422 -3.3498 -2.1010 0.2546
H -0.5378 -2.3701 -1.9169 0.2294
H 0.2536 -1.4458 -0.2154 0.3131
H 1.3294 -0.4895 -1.2833 0.2239
H 2.0619 -1.7562 -0.5449 0.2288
C -0.5466 1.2065 1.6432 -0.5659
C -1.0836 2.5936 1.3188 -0.5615
H -1.2526 0.5413 1.4742 0.2475
H 0.4452 1.1443 1.2083 0.2551
H -0.4929 1.1568 2.6624 0.2821
H -1.3467 3.0781 2.2937 0.3075
H -1.9847 2.5512 0.8152 0.2407
H -0.2716 3.1100 0.8175 0.2352
```

Calculated values
Net charge = +1
LUMO level (alpha / beta) = -2.804 / -11.720 eV
Spin multiplicity = 2
<S²> = 0.75
Orbital gap (alpha / beta) = 14.1402 / 3.2407 eV

## y
ORCA calculation (ωB97M-V with the def2-TZVPD basis set) on a cluster of 2 separate species, C4H12 in total.

```
16
Properties=species:S:1:pos:R:3:nbo_charge:R:1
C -2.1400 0.6335 -0.0301 -0.5976
C -1.7785 -0.7194 -0.7802 -0.6278
H -2.2329 0.6068 1.0311 0.2318
H -1.4107 1.5281 -0.1487 0.2475
H -2.9399 1.1906 -0.5068 0.2606
H -2.0641 -0.6874 -1.8169 0.2380
H -0.7163 -1.0676 -0.7694 0.2108
H -2.5367 -1.5382 -0.4757 0.2787
C 1.9503 -0.2812 1.0880 -0.5747
C 2.0296 0.3481 -0.2467 -0.5542
H 1.0839 0.0623 1.7145 0.3096
H 1.6420 -1.2333 1.1335 0.3414
H 2.8999 -0.3683 1.6035 0.2915
H 1.2497 -0.0061 -0.9707 0.3471
H 3.0131 0.3094 -0.7256 0.2673
H 1.6440 1.3182 -0.2554 0.3300
```

Calculated values
Net charge = +1
LUMO level (alpha / beta) = -3.035 / -11.435 eV
Spin multiplicity = 2
<S²> = 0.75
Orbital gap (alpha / beta) = 13.0408 / 3.7642 eV

Which of them is most stable? Easy: y.

## w
ORCA calculation (ωB97M-V with the def2-TZVPD basis set) on an isolated molecule of C2H3N5O2.

```
12
Properties=species:S:1:pos:R:3:nbo_charge:R:1
H 2.8846 0.1506 -1.5930 0.4006
N 2.5348 0.3696 -0.5024 -0.5939
C 1.2366 0.1944 -0.1612 0.5107
N 1.0301 0.3656 1.2919 -0.1306
N 0.1567 0.2303 2.1318 0.2863
O -1.2590 0.2773 1.2613 -0.4807
C -1.2208 -0.0413 0.0360 0.8414
O -2.2293 -0.5348 -0.4980 -0.6296
N -0.0501 0.0710 -0.6920 -0.3557
N 0.0915 -0.6739 -2.0925 -0.5996
H -0.5380 -0.0870 -2.6150 0.3580
H -0.8756 -1.4609 -2.1052 0.3931
```

Calculated values
Net charge = 0
LUMO level = -1.420 eV
Structure (SMILES) = [H]/N=c1/nnoc(=O)n1N
Orbital gap = 8.9057 eV

## x
ORCA calculation (ωB97M-V with the def2-TZVPD basis set) on an isolated molecule of C2H3N5O2.

```
12
Properties=species:S:1:pos:R:3:nbo_charge:R:1
H 0.2008 1.0329 -2.0236 0.3636
N -0.7416 1.1090 -1.6850 -0.5574
C -0.7467 0.3446 -0.7283 0.2919
C -1.7122 0.0908 0.4414 0.5544
O -2.6451 0.8179 0.9080 -0.4559
N -1.2791 -0.9899 1.3477 -0.2430
N -0.2578 -1.6609 1.2108 0.0612
N 0.8651 -1.1412 0.6068 -0.3088
N 0.5794 0.0715 -0.1519 -0.0830
O 1.8605 0.3888 -0.9195 -0.5429
H 1.7403 -1.1914 1.3340 0.4331
H 2.1364 1.1280 -0.3405 0.4869
```

Calculated values
Net charge = 0
LUMO level = -1.184 eV
Structure (SMILES) = [H]/N=c1/c(=O)nn[nH]n1O
Orbital gap = 8.5404 eV

Which of them is most stable? Easy: w.